15 unconnected molecules or ions with the total composition C82H178O8 in a non-equilibrium geometry. Source: the OMol25 dataset; level of theory: ωB97M-V/def2-TZVPD.

Its total charge is 0. As for the spin multiplicity: 1. The orbital gap comes out at 10.237 eV.

Bonds (Å) are listed after each position.
CARTESIAN COORDINATES (ANGSTROEM)
1 O 13.45071 18.73523 18.32594  C15 1.203
2 O 18.96923 21.31501 21.81465  C14 1.461, C32 1.356
3 O 18.83378 21.77143 19.63928  C32 1.206
4 O 20.18313 18.80266 18.55394  C47 1.208
5 O 19.05919 17.84118 16.81310  C13 1.415, C47 1.404
6 O 12.61301 20.12900 16.71153  C15 1.395, C18 1.487
7 O 8.69188 26.43578 21.18961  C67 1.466, C78 1.371
8 O 9.99569 27.32239 19.56088  C78 1.201
9 C 13.17550 28.05767 25.89372  C61 1.537, C89 1.574, H96 1.094, H197 1.110
10 C 12.00834 17.62541 29.54418  C28 1.559, H104 1.111, H116 1.102, H254 1.091
11 C 15.17063 27.02622 24.73309  C61 1.500, H126 1.085, H153 1.101, H156 1.099
12 C 17.70644 18.73959 18.53654  C25 1.508, C47 1.520, H165 1.095, H181 1.100
13 C 17.73065 17.44932 16.52268  O5 1.415, C25 1.515, H159 1.081, H242 1.086
14 C 19.98073 20.86298 22.76629  O2 1.461, C68 1.513, H189 1.072, H214 1.096
15 C 12.50582 19.18353 17.73114  O1 1.203, O6 1.395, C38 1.485
16 C 19.05644 27.03849 20.70228  C48 1.536, H167 1.104, H233 1.099, H249 1.085
17 C 14.53009 22.59070 27.46250  C77 1.528, C85 1.514, H119 1.113, H224 1.097
18 C 11.27063 20.34091 16.10844  O6 1.487, C90 1.495, H178 1.099, H207 1.107
19 C 21.02073 25.32031 24.19190  C51 1.528, C59 1.518, H172 1.100, H218 1.099
20 C 13.06381 30.50801 14.66852  C64 1.558, H183 1.103, H212 1.103, H225 1.103
21 C 18.03849 29.38923 20.88235  C48 1.518, C86 1.558, H95 1.098, H199 1.103
22 C 14.81080 25.50958 21.22141  C33 1.520, H93 1.084, H135 1.103, H256 1.097
23 C 17.82706 20.31198 25.55545  C31 1.551, H145 1.095, H201 1.077, H243 1.113
24 C 12.31728 19.51105 27.79296  C28 1.519, C73 1.499, H136 1.102, H151 1.092
25 C 16.85448 18.36742 17.34961  C12 1.508, C13 1.515, H115 1.093, H217 1.096
26 C 15.39400 26.44062 17.40934  C58 1.526, H123 1.095, H124 1.091, H161 1.092
27 C 10.30348 25.82711 22.78867  C46 1.530, C67 1.560, H111 1.094, H184 1.087
28 C 11.76950 19.11538 29.15328  C10 1.559, C24 1.519, H209 1.098, H262 1.103
29 C 11.98271 32.02252 23.32840  C42 1.542, C54 1.548, H91 1.083, H258 1.106
30 C 18.36869 30.66463 24.62956  C52 1.531, H186 1.096, H232 1.091, H235 1.088
31 C 16.94306 19.75375 26.70173  C23 1.551, C36 1.520, H180 1.091, H250 1.102
32 C 19.52134 21.48540 20.58755  O2 1.356, O3 1.206, C50 1.512
33 C 15.36455 24.11432 20.98310  C22 1.520, C43 1.529, H97 1.102, H215 1.108
34 C 14.80739 16.23353 22.66946  C72 1.492, H138 1.076, H174 1.109, H195 1.107
35 C 15.57831 19.59243 21.82853  C71 1.529, H100 1.088, H188 1.092, H263 1.096
36 C 17.59302 18.62598 27.48742  C31 1.520, C63 1.524, H147 1.104, H227 1.117
37 C 18.42538 25.32744 24.25047  C51 1.530, H160 1.082, H231 1.096, H267 1.097
38 C 11.07223 18.85494 17.93754  C15 1.485, C90 1.507, H127 1.097, H266 1.097
39 C 15.15975 12.11891 20.26994  C80 1.513, H146 1.104, H176 1.092, H190 1.108
40 C 12.11047 27.14665 28.04834  C75 1.522, C89 1.514, H132 1.107, H246 1.100
41 C 17.47098 16.94512 29.40071  C63 1.542, C81 1.522, H210 1.095, H238 1.104
42 C 11.22578 31.03611 22.41670  C29 1.542, C57 1.530, H216 1.093, H245 1.095
43 C 14.29317 23.11267 20.55278  C33 1.529, C87 1.537, H99 1.104, H223 1.097
44 C 14.33962 23.42995 11.03579  C65 1.499, H114 1.086, H140 1.089, H162 1.085
45 C 14.24304 23.34321 25.03987  C85 1.538, H125 1.105, H155 1.093, H252 1.110
46 C 10.97970 26.09700 21.44264  C27 1.530, C78 1.513, H122 1.081, H169 1.090
47 C 19.12707 18.51012 18.04569  O4 1.208, O5 1.404, C12 1.520
48 C 19.28477 28.55654 20.64224  C16 1.536, C21 1.518, H237 1.097, H253 1.083
49 C 12.44300 19.10655 25.27890  C73 1.549, C82 1.521, H98 1.085, H220 1.118
50 C 20.97801 21.08603 20.65925  C32 1.512, C68 1.535, H149 1.086, H158 1.082
51 C 19.71230 24.65324 23.76958  C19 1.528, C37 1.530, H141 1.101, H175 1.094
52 C 18.76524 30.46513 23.16382  C30 1.531, C86 1.492, H185 1.097, H240 1.093
53 C 22.56728 27.29236 24.02926  C59 1.507, C84 1.521, H182 1.103, H191 1.080
54 C 11.12025 33.12278 23.99237  C29 1.548, H166 1.089, H168 1.103, H255 1.109
55 C 14.10056 29.28849 20.40842  C60 1.514, H107 1.095, H170 1.086, H203 1.098
56 C 15.73516 22.33276 17.13910  C76 1.521, H101 1.093, H133 1.115, H200 1.082
57 C 12.07462 29.90716 21.82950  C42 1.530, C60 1.521, H144 1.093, H236 1.098
58 C 14.85973 26.59739 15.98880  C26 1.526, C88 1.532, H134 1.118, H226 1.100
59 C 21.37287 26.58918 23.43752  C19 1.518, C53 1.507, H105 1.116, H117 1.103
60 C 13.26699 30.39414 21.02049  C55 1.514, C57 1.521, H118 1.103, H268 1.099
61 C 13.84272 27.70012 24.55613  C9 1.537, C11 1.500, H139 1.112, H264 1.096
62 C 14.94514 22.75331 14.81745  C69 1.525, C76 1.493, H179 1.096, H221 1.083
63 C 16.82482 18.16964 28.72241  C36 1.524, C41 1.542, H103 1.103, H148 1.109
64 C 12.36880 29.13573 14.41895  C20 1.558, C74 1.523, H106 1.104, H261 1.068
65 C 14.01173 23.13866 12.46894  C44 1.499, C69 1.518, H109 1.086, H164 1.115
66 C 14.66860 22.02357 29.96805  C70 1.551, C77 1.525, H110 1.109, H157 1.079
67 C 8.81900 25.58252 22.37539  O7 1.466, C27 1.560, H171 1.093, H257 1.082
68 C 21.32705 21.17484 22.15124  C14 1.513, C50 1.535, H129 1.086, H259 1.095
69 C 15.21644 22.77107 13.31664  C62 1.525, C65 1.518, H102 1.089, H131 1.112
70 C 13.29789 22.63408 30.36142  C66 1.551, H219 1.080, H239 1.093, H244 1.091
71 C 15.19119 21.07135 21.86868  C35 1.529, C87 1.541, H113 1.097, H198 1.117
72 C 13.85900 16.30876 21.52012  C34 1.492, C79 1.514, H192 1.095, H194 1.091
73 C 11.75820 18.75708 26.62413  C24 1.499, C49 1.549, H187 1.111, H196 1.101
74 C 13.29911 27.93237 14.49204  C64 1.523, C88 1.510, H92 1.100, H121 1.115
75 C 11.77564 25.90253 28.85906  C40 1.522, H94 1.098, H142 1.093, H205 1.102
76 C 16.10892 22.35915 15.66539  C56 1.521, C62 1.493, H222 1.100, H228 1.105
77 C 15.27319 22.77301 28.78567  C17 1.528, C66 1.525, H143 1.097, H177 1.103
78 C 9.89358 26.72462 20.59703  O7 1.371, O8 1.201, C46 1.513
79 C 14.53982 15.96833 20.21087  C72 1.514, C83 1.526, H248 1.104, H251 1.104
80 C 14.50391 13.47816 20.37914  C39 1.513, C83 1.490, H206 1.108, H260 1.101
81 C 16.67874 16.37389 30.56816  C41 1.522, H193 1.098, H211 1.098, H241 1.087
82 C 11.79752 18.39590 24.09871  C49 1.521, H130 1.083, H137 1.096, H229 1.088
83 C 15.34219 14.67581 20.09153  C79 1.526, C80 1.490, H108 1.100, H213 1.076
84 C 23.01199 28.52193 23.25305  C53 1.521, H163 1.090, H204 1.107, H247 1.077
85 C 15.12166 23.36240 26.30182  C17 1.514, C45 1.538, H152 1.106, H208 1.099
86 C 17.80886 29.60453 22.40830  C21 1.558, C52 1.492, H120 1.090, H154 1.093
87 C 14.84407 21.67846 20.49596  C43 1.537, C71 1.541, H112 1.089, H128 1.075
88 C 13.95990 27.82927 15.84632  C58 1.532, C74 1.510, H173 1.101, H265 1.095
89 C 12.92052 26.80719 26.81516  C9 1.574, C40 1.514, H150 1.101, H230 1.088
90 C 10.31904 19.91944 17.18216  C18 1.495, C38 1.507, H202 1.093, H234 1.100
91 H 12.73076 32.54091 22.74162  C29 1.083
92 H 12.76414 26.99066 14.29801  C74 1.100
93 H 14.23515 25.83153 20.36069  C22 1.084
94 H 11.22174 26.10280 29.78602  C75 1.098
95 H 17.15232 28.95535 20.40030  C21 1.098
96 H 13.82321 28.69239 26.50601  C9 1.094
97 H 15.89685 23.76814 21.88415  C33 1.102
98 H 13.49847 18.87085 25.36324  C49 1.085
99 H 13.92387 23.42912 19.56135  C43 1.104
100 H 16.52093 19.47208 21.29901  C35 1.088
101 H 15.38280 23.30457 17.49564  C56 1.093
102 H 15.56279 21.75550 13.12998  C69 1.089
103 H 16.73703 19.00489 29.43750  C63 1.103
104 H 11.33061 16.93988 28.99100  C10 1.111
105 H 20.51460 27.30216 23.42454  C59 1.116
106 H 11.56388 29.11147 15.17343  C64 1.104
107 H 14.69271 28.73393 21.14351  C55 1.095
108 H 16.16688 14.74661 20.81582  C83 1.100
109 H 13.24923 22.36563 12.50571  C65 1.086
110 H 15.44948 22.11077 30.75126  C66 1.109
111 H 10.33159 26.76677 23.34758  C27 1.094
112 H 14.16768 20.98492 19.99772  C87 1.089
113 H 14.40517 21.25943 22.61011  C71 1.097
114 H 14.86604 22.67454 10.45929  C44 1.086
115 H 16.70064 19.32241 16.84030  C25 1.093
116 H 13.02423 17.26469 29.31472  C10 1.102
117 H 21.59508 26.30900 22.39391  C59 1.103
118 H 13.89984 31.06825 21.62259  C60 1.103
119 H 13.46198 22.90023 27.51026  C17 1.113
120 H 17.72067 28.62893 22.88547  C86 1.090
121 H 14.05345 28.01150 13.67486  C74 1.115
122 H 11.41519 25.26119 20.91363  C46 1.081
123 H 15.86956 27.34866 17.79381  C26 1.095
124 H 16.08773 25.60213 17.48718  C26 1.091
125 H 13.27374 23.83271 25.24473  C45 1.105
126 H 15.82093 27.56978 25.41052  C11 1.085
127 H 10.86165 17.88266 17.47596  C38 1.097
128 H 15.74504 21.61775 19.91327  C87 1.075
129 H 21.59750 22.18318 22.45134  C68 1.086
130 H 11.89033 17.31727 24.13349  C82 1.083
131 H 16.09958 23.39926 13.06656  C69 1.112
132 H 12.71644 27.82773 28.67683  C40 1.107
133 H 16.48679 22.04807 17.91133  C56 1.115
134 H 14.31828 25.66965 15.68049  C58 1.118
135 H 14.08411 25.44792 22.04862  C22 1.103
136 H 12.18150 20.59324 27.63564  C24 1.102
137 H 12.22416 18.66082 23.12419  C82 1.096
138 H 15.69887 16.82386 22.55096  C34 1.076
139 H 13.94591 28.61888 23.93814  C61 1.112
140 H 13.49248 23.75773 10.43472  C44 1.089
141 H 19.64538 23.60777 24.10910  C51 1.101
142 H 11.13929 25.24063 28.26663  C75 1.093
143 H 15.37816 23.82784 29.06851  C77 1.097
144 H 11.45538 29.25844 21.20522  C57 1.093
145 H 18.06903 19.48433 24.88106  C23 1.095
146 H 15.97351 12.04246 21.01133  C39 1.104
147 H 17.73780 17.76910 26.80586  C36 1.104
148 H 15.80782 17.84712 28.41938  C63 1.109
149 H 21.59752 21.66997 19.98538  C50 1.086
150 H 13.86270 26.30601 27.08514  C89 1.101
151 H 13.40008 19.37511 27.84403  C24 1.092
152 H 16.14978 23.01036 26.09866  C85 1.106
153 H 15.07244 25.97814 25.05731  C11 1.101
154 H 16.81292 30.01515 22.59272  C86 1.093
155 H 14.67732 23.79522 24.14504  C45 1.093
156 H 15.77130 26.91001 23.81965  C11 1.099
157 H 14.54114 20.96602 29.79914  C66 1.079
158 H 21.00169 20.07910 20.26356  C50 1.082
159 H 17.53306 17.46000 15.46023  C13 1.081
160 H 17.58411 24.71859 23.94798  C37 1.082
161 H 14.57258 26.17856 18.07883  C26 1.092
162 H 15.00963 24.28384 11.03507  C44 1.085
163 H 22.17599 29.22200 23.24419  C84 1.090
164 H 13.56988 24.05542 12.92470  C65 1.115
165 H 17.54617 19.77424 18.85578  C12 1.095
166 H 10.61864 33.69135 23.21078  C54 1.089
167 H 18.67020 26.75423 21.69622  C16 1.104
168 H 10.35349 32.69170 24.65750  C54 1.103
169 H 11.83464 26.75776 21.58540  C46 1.090
170 H 14.77478 29.69816 19.66156  C55 1.086
171 H 8.55378 24.58160 22.02585  C67 1.093
172 H 20.97473 25.54426 25.26781  C19 1.100
173 H 13.13820 27.84104 16.57922  C88 1.101
174 H 15.17352 15.22584 22.95331  C34 1.109
175 H 19.66922 24.67828 22.67650  C51 1.094
176 H 14.37170 11.38773 20.46436  C39 1.092
177 H 16.29792 22.38538 28.65964  C77 1.103
178 H 11.25457 19.74421 15.18611  C18 1.099
179 H 14.08022 22.10482 14.99504  C62 1.096
180 H 15.97111 19.41865 26.33576  C31 1.091
181 H 17.66894 18.06559 19.40489  C12 1.100
182 H 22.33882 27.56154 25.07388  C53 1.103
183 H 13.41603 30.53796 15.71323  C20 1.103
184 H 10.74196 24.98655 23.31970  C27 1.087
185 H 18.89825 31.44297 22.68462  C52 1.097
186 H 19.06919 31.36087 25.10582  C30 1.096
187 H 11.78996 17.66333 26.81470  C73 1.111
188 H 15.67907 19.20081 22.84332  C35 1.092
189 H 19.86693 19.80098 22.85960  C14 1.072
190 H 15.61967 11.84144 19.30128  C39 1.108
191 H 23.40643 26.62209 24.14509  C53 1.080
192 H 13.06117 15.59072 21.73714  C72 1.095
193 H 15.70385 16.01983 30.20770  C81 1.098
194 H 13.43781 17.31396 21.47062  C72 1.091
195 H 14.23920 16.62876 23.53347  C34 1.107
196 H 10.68377 18.96400 26.50300  C73 1.101
197 H 12.21693 28.55402 25.63486  C9 1.110
198 H 16.06790 21.67043 22.21466  C71 1.117
199 H 18.17470 30.37957 20.41714  C21 1.103
200 H 14.86711 21.70996 17.31134  C56 1.082
201 H 18.68297 20.76604 26.02480  C23 1.077
202 H 9.35875 19.62187 16.75214  C90 1.093
203 H 13.42702 28.55849 19.94082  C55 1.098
204 H 23.85434 29.01823 23.77259  C84 1.107
205 H 12.68156 25.33692 29.12971  C75 1.102
206 H 13.63981 13.51682 19.68671  C80 1.108
207 H 11.26439 21.41171 15.82906  C18 1.107
208 H 15.22200 24.42066 26.58050  C85 1.099
209 H 10.68677 19.28938 29.20638  C28 1.098
210 H 17.60128 16.14227 28.66707  C41 1.095
211 H 16.49669 17.22411 31.23922  C81 1.098
212 H 13.94022 30.59650 14.00397  C20 1.103
213 H 15.81579 14.54778 19.13352  C83 1.076
214 H 19.75409 21.34211 23.72558  C14 1.096
215 H 16.12408 24.04527 20.17886  C33 1.108
216 H 10.47556 30.54129 23.03860  C42 1.093
217 H 15.83734 18.01324 17.55330  C25 1.096
218 H 21.85802 24.62362 24.04641  C19 1.099
219 H 12.90106 22.04378 31.17400  C70 1.080
220 H 12.37151 20.21128 25.12026  C49 1.118
221 H 14.55965 23.71777 15.12521  C62 1.083
222 H 16.48637 21.38039 15.33303  C76 1.100
223 H 13.46069 23.20426 21.26195  C43 1.097
224 H 14.55189 21.53566 27.16170  C17 1.097
225 H 12.37513 31.36369 14.56764  C20 1.103
226 H 15.69528 26.68338 15.27845  C58 1.100
227 H 18.62398 18.97684 27.73432  C36 1.117
228 H 16.89086 23.12014 15.48874  C76 1.105
229 H 10.73033 18.58651 24.01055  C82 1.088
230 H 12.40884 26.08679 26.18067  C89 1.088
231 H 18.21000 26.31216 23.82120  C37 1.096
232 H 18.39567 29.70384 25.14499  C30 1.091
233 H 20.00952 26.49411 20.65051  C16 1.099
234 H 10.14494 20.75180 17.87978  C90 1.100
235 H 17.35699 31.06239 24.67955  C30 1.088
236 H 12.44232 29.31222 22.67644  C57 1.098
237 H 20.04678 28.81412 21.38854  C48 1.097
238 H 18.46027 17.25408 29.78224  C41 1.104
239 H 12.53917 22.60473 29.57532  C70 1.093
240 H 19.75232 29.99589 23.17719  C52 1.093
241 H 17.17576 15.61272 31.16364  C81 1.087
242 H 17.68044 16.40954 16.83194  C13 1.086
243 H 17.31453 21.06871 24.91959  C23 1.113
244 H 13.40214 23.68425 30.63966  C70 1.091
245 H 10.71835 31.61150 21.63535  C42 1.095
246 H 11.18990 27.67703 27.76476  C40 1.100
247 H 23.34216 28.14812 22.29874  C84 1.077
248 H 15.19560 16.83180 20.00297  C79 1.104
249 H 18.45396 26.67545 19.87630  C16 1.085
250 H 16.68728 20.58541 27.37849  C31 1.102
251 H 13.73524 15.93454 19.45593  C79 1.104
252 H 13.91970 22.30986 24.79426  C45 1.110
253 H 19.59970 28.83728 19.64494  C48 1.083
254 H 11.84917 17.46825 30.61173  C10 1.091
255 H 11.75906 33.80306 24.59203  C54 1.109
256 H 15.60170 26.25073 21.39035  C22 1.097
257 H 8.01932 25.84076 23.05672  C67 1.082
258 H 12.49223 31.51580 24.16908  C29 1.106
259 H 22.08190 20.43678 22.44304  C68 1.095
260 H 14.09938 13.54540 21.40111  C80 1.101
261 H 11.97986 29.13182 13.42416  C64 1.068
262 H 12.19778 19.79758 29.90737  C28 1.103
263 H 14.88634 18.96585 21.25411  C35 1.096
264 H 13.08419 27.07603 24.06970  C61 1.096
265 H 14.45868 28.77351 16.08980  C88 1.095
266 H 10.81281 18.71723 18.99428  C38 1.097
267 H 18.34359 25.44852 25.33754  C37 1.097
268 H 12.93130 30.96508 20.14300  C60 1.099

Mulliken population analysis, charges in e, atoms 1 to 6: -0.350 0.183 -0.623 -0.560 -0.410 -0.262